No. 1
C17H26BN7O3S4Y as an isolated structure in a non-equilibrium geometry. Source: OMol25; level of theory: the ωB97M-V functional and the def2-TZVPD basis.

Results
- HOMO level (eV) = -11.75
- total charge = +1
- max |F| (hartree/bohr) = 0.060
- LUMO (eV) = -2.18

```
59
Properties=species:S:1:pos:R:3:forces:R:3
Y -0.470542 0.261293 0.138886 2.2 -1.4 -1.6
C 3.176187 1.375442 -1.855524 -0.2 -0.1 0.2
C 2.347080 0.946608 -3.054225 -0.4 0.0 0.0
S 0.578730 1.182629 -2.673679 0.3 -0.2 -0.1
C -0.199263 0.038226 -3.855105 0.0 0.1 0.2
C -0.099554 -1.437251 -3.506326 -0.1 -0.1 0.2
S -1.012038 -1.900166 -1.985707 0.2 -0.3 -0.1
C -0.282618 -3.538244 -1.676330 -0.1 0.4 0.0
C 1.154740 -3.499254 -1.201209 0.0 0.1 0.3
S 1.327113 -2.521383 0.333080 0.1 -0.1 -0.1
C 3.122831 -2.227039 0.225985 -0.3 0.1 0.1
C 3.514586 -1.141283 -0.757667 -0.1 0.3 0.0
S 2.785492 0.476560 -0.321965 0.2 -0.1 0.0
H 2.991023 2.423762 -1.619419 0.1 0.0 0.0
H 4.240061 1.250965 -2.053224 0.0 0.1 0.0
H 2.515402 -0.097658 -3.315224 0.1 0.0 0.0
H 2.603275 1.563044 -3.915743 0.0 0.0 0.0
H 0.262054 0.215143 -4.826334 0.0 0.0 0.0
H -1.237790 0.358002 -3.898240 0.0 0.0 -0.1
H 0.938662 -1.745087 -3.380828 0.0 0.0 0.0
H -0.541575 -2.016167 -4.317853 0.1 0.0 0.0
H -0.369446 -4.131697 -2.586116 0.0 -0.1 0.0
H -0.926589 -3.982072 -0.916011 0.0 -0.1 0.0
H 1.808875 -3.060982 -1.953680 0.0 -0.1 0.0
H 1.499389 -4.511037 -0.987025 0.0 0.0 0.0
H 3.583797 -3.173018 -0.055884 0.1 0.0 0.0
H 3.458788 -1.985400 1.232770 0.0 -0.1 0.0
H 3.198496 -1.397041 -1.768703 0.0 -0.1 0.0
H 4.598113 -1.018146 -0.749989 0.0 0.0 -0.1
C -1.292530 4.505551 0.952926 0.0 0.0 -0.1
C -0.606486 3.570545 0.188927 -0.1 0.0 0.1
N -0.657090 2.369489 0.774306 0.0 1.3 0.3
N -1.389229 2.509822 1.906429 -0.1 0.2 0.2
C -1.773264 3.784105 2.031279 0.0 0.1 -0.1
B -1.644685 1.351157 2.914445 0.3 -0.1 -0.2
N -2.520013 0.221010 2.307307 -0.2 0.0 0.3
C -3.773043 -0.093863 2.647471 -0.1 -0.1 -0.1
C -4.179951 -1.185573 1.901764 0.0 0.0 -0.1
C -3.086058 -1.484508 1.101397 0.0 0.1 0.2
N -2.080174 -0.639146 1.355786 -0.9 -0.7 0.6
N -0.271249 0.740335 3.247294 0.0 0.0 0.3
C 0.327933 0.681594 4.442792 0.0 0.0 0.0
C 1.573944 0.108907 4.279737 0.0 0.0 0.0
C 1.652143 -0.153072 2.916249 0.0 0.0 0.0
N 0.534697 0.224661 2.290982 0.2 0.1 0.5
H -1.423671 5.554027 0.752819 0.0 0.0 0.0
H -0.096063 3.700646 -0.752542 0.0 0.0 0.0
H -2.363712 4.107016 2.872526 0.0 -0.1 0.0
H -2.167203 1.782303 3.891844 -0.1 0.0 0.0
H -4.302232 0.464804 3.401359 0.1 0.0 0.0
H -5.133448 -1.682228 1.928379 0.0 0.0 0.0
H -2.976874 -2.262853 0.362802 0.0 0.0 0.0
H -0.164862 1.051334 5.326614 0.0 0.0 0.0
H 2.313978 -0.083388 5.036134 0.0 0.0 0.0
H 2.473925 -0.578603 2.367573 0.0 0.0 0.0
O -3.706722 1.413996 -2.193330 0.3 -0.1 0.3
N -2.932526 1.202771 -1.291058 -0.5 0.2 -0.1
O -3.125376 1.460603 -0.102432 -0.2 0.1 -0.3
O -1.775437 0.649808 -1.558487 -1.0 0.4 -0.8
```
Positions in Å, forces in eV/Å.


No. 2
C17H26BNO8Rh as an isolated structure. Source: OMol25; level of theory: the ωB97M-V functional and the def2-TZVPD basis.

Results
- HOMO level (eV) = -11.92
- total charge = +1
- ΔE to the lowest compared entry with this formula, charge and spin (eV) = 0.441
- max |F| (hartree/bohr) = 0.013
- LUMO (eV) = -3.57

```
54
Properties=species:S:1:pos:R:3:forces:R:3
Rh -0.560714 -0.488241 0.237032 -0.6 -0.1 0.2
C -0.222384 0.610237 3.098112 -0.1 0.0 0.0
O -0.331037 -0.591649 2.304954 0.0 0.2 0.1
C -1.276073 -1.536663 2.832906 0.1 0.0 0.0
C -1.086291 -2.811915 2.052005 0.0 -0.1 0.0
O -1.317158 -2.587286 0.649614 0.5 0.4 0.0
C -2.689889 -2.741854 0.255388 0.0 0.0 -0.1
H 0.015755 0.320144 4.120394 0.0 0.0 0.0
H -1.160608 1.165062 3.063205 0.0 0.0 0.0
H 0.582573 1.194035 2.669198 0.0 0.0 0.0
H -2.289228 -1.133513 2.736254 0.0 0.0 0.0
H -1.061294 -1.701281 3.890516 0.0 0.0 0.0
H -1.748541 -3.595387 2.424313 0.0 0.0 -0.1
H -0.055530 -3.152208 2.140780 0.0 0.0 0.0
H -3.005671 -3.766449 0.449452 0.0 0.0 0.0
H -2.736888 -2.541487 -0.811203 0.0 0.0 0.0
H -3.341621 -2.049317 0.793102 0.0 0.0 0.0
O -0.853833 -0.659067 -1.707133 -0.1 0.0 -0.1
C -0.805590 0.304328 -2.497136 0.0 -0.2 0.0
C -0.596355 1.669418 -2.182756 0.0 0.3 -0.2
C -0.531315 2.560099 -3.282480 0.0 -0.2 0.1
C -0.366929 3.888923 -3.069184 0.1 0.2 0.1
C -0.271505 4.414662 -1.769391 0.0 0.0 -0.1
C -0.337731 3.578829 -0.693713 -0.1 -0.1 0.0
C -0.496426 2.179954 -0.861157 -0.1 0.3 0.0
O -0.555312 1.466314 0.228362 0.0 -0.1 -0.1
N -0.286805 4.800113 -4.222604 0.0 0.0 0.1
O -0.390198 4.310953 -5.326889 0.0 0.0 0.0
O -0.119981 5.976370 -3.983765 0.0 0.0 0.0
H -0.948413 0.054904 -3.551431 0.0 0.0 0.0
H -0.608014 2.188866 -4.296086 0.0 0.0 0.0
H -0.143604 5.480706 -1.643685 0.0 0.0 0.0
H -0.264731 3.960095 0.315171 0.0 0.0 0.0
C 3.814604 1.031881 -2.293302 0.0 0.0 0.0
C 3.329656 0.276593 -1.075173 0.0 0.0 0.0
C 4.059865 -1.047512 -0.931991 0.0 0.0 0.0
O 1.909338 -0.049591 -1.270113 0.0 0.0 0.0
B 1.337271 0.042568 -0.044116 0.3 -0.4 -0.1
O 2.110330 0.573081 0.929807 0.1 -0.1 0.1
C 3.299152 1.112670 0.244860 0.0 0.0 0.0
C 4.497268 0.921840 1.147128 0.0 0.0 0.0
C 3.019422 2.588204 0.013575 0.0 0.0 0.0
H 3.787118 0.374940 -3.162106 0.0 0.0 0.0
H 4.845780 1.359422 -2.151095 0.0 0.0 0.0
H 3.197607 1.903966 -2.500302 0.0 0.0 0.0
H 3.874333 -1.650446 -1.820029 0.0 0.0 0.0
H 3.711292 -1.602915 -0.060082 0.0 0.0 0.0
H 5.134558 -0.894353 -0.837999 0.0 0.0 0.0
H 4.604159 -0.113877 1.461007 0.0 0.0 0.0
H 4.391067 1.543675 2.035557 0.0 0.0 0.0
H 5.408665 1.226154 0.629784 0.0 0.0 0.0
H 2.141270 2.732396 -0.619861 0.1 0.0 0.0
H 3.870382 3.079574 -0.457388 0.0 0.0 0.0
H 2.833502 3.069534 0.973599 0.0 0.0 0.0
```
Positions in Å, forces in eV/Å.


No. 3
C17H26ClO5Ti as an isolated structure. Source: OMol25; level of theory: the ωB97M-V functional and the def2-TZVPD basis.

Results
- HOMO level (spin up / spin down) (eV) = -18.16 / -18.16
- total charge = +3
- max |F| (hartree/bohr) = 0.019
- LUMO (spin up / spin down) (eV) = -11.18 / -11.18

```
50
Properties=species:S:1:pos:R:3:forces:R:3
Ti 0.120699 0.060750 0.540621 0.1 -0.9 0.2
C -1.183185 1.420071 2.744475 0.3 0.5 0.2
C -0.687141 2.672098 2.043094 -0.3 -0.1 0.1
O 0.232794 2.244941 1.000838 0.1 -0.4 0.2
C 1.605978 2.699561 1.124406 0.3 -0.1 0.0
C 2.404405 1.584294 1.764005 -0.1 0.4 0.1
O 2.092985 0.343241 1.056133 0.4 0.4 0.0
C 3.041562 -0.098859 0.049717 0.1 -0.2 -0.4
C 2.511343 0.269824 -1.341014 0.3 0.0 0.2
O 1.071766 0.377396 -1.208331 0.3 0.1 -0.6
C 0.321998 0.373835 -2.451950 -0.5 0.1 -0.1
C -1.049305 0.918962 -2.102757 0.3 0.1 -0.2
O -1.425930 0.330175 -0.832725 -0.2 0.3 -0.2
C -2.693509 0.815437 -0.325572 -0.1 0.1 0.3
C -2.782679 0.384902 1.134375 -0.3 -0.1 -0.4
O -1.445288 0.420563 1.720459 -0.8 0.3 0.1
H -2.076382 1.620051 3.334010 -0.1 -0.2 0.0
H -0.427293 0.989876 3.404747 0.0 -0.1 0.0
H -0.203866 3.342058 2.751850 0.1 0.0 0.0
H -1.504798 3.209687 1.562666 0.1 0.0 -0.1
H 1.667405 3.609516 1.718785 -0.1 0.0 0.0
H 1.959643 2.923040 0.118178 -0.1 0.0 0.0
H 2.119472 1.426529 2.804739 0.0 -0.1 0.0
H 3.473645 1.784227 1.727498 0.0 -0.1 0.0
H 3.141709 -1.174447 0.168026 -0.1 0.0 0.1
H 4.019131 0.345099 0.223430 0.0 0.0 0.1
H 2.764832 -0.506327 -2.064207 -0.1 0.0 0.0
H 2.899419 1.222290 -1.703487 -0.1 0.0 0.0
H 0.282190 -0.644019 -2.833129 0.1 -0.1 0.1
H 0.802098 1.027341 -3.180285 0.1 0.0 0.0
H -1.777652 0.655998 -2.869949 0.0 0.0 0.0
H -1.014907 2.005374 -1.994117 -0.1 0.0 0.1
H -3.513932 0.373861 -0.892518 0.0 0.0 -0.1
H -2.729368 1.901051 -0.440375 0.1 0.0 0.0
H -3.144660 -0.634748 1.225313 0.1 0.0 0.1
H -3.457161 1.037980 1.684174 0.1 0.0 0.1
Cl -1.380401 -4.130302 -3.822954 0.0 0.0 0.1
C -0.906624 -3.443015 -2.351146 0.0 0.1 0.1
C -1.870059 -3.108693 -1.388899 -0.2 -0.1 -0.1
C -1.479331 -2.565227 -0.191279 0.1 -0.1 0.1
C -0.117252 -2.286287 0.096951 -0.1 0.0 0.0
C 0.278745 -1.786781 1.417675 0.1 -0.7 0.1
C 0.836334 -2.683007 -0.876965 0.0 -0.1 0.0
C 0.453927 -3.243040 -2.072126 0.1 0.0 -0.1
H -2.910203 -3.340024 -1.581219 0.0 0.0 0.0
H -2.217889 -2.433793 0.590377 0.0 0.1 0.0
H 1.267338 -2.094430 1.753833 0.1 0.2 0.0
H -0.459898 -1.991259 2.191123 0.0 0.3 0.1
H 1.893112 -2.644569 -0.641547 0.0 0.1 0.0
H 1.196182 -3.581202 -2.784950 0.0 0.0 0.0
```
Positions in Å, forces in eV/Å.


No. 4
The molecule C17H26FNO2. Source: OMol25; level of theory: the ωB97M-V functional and the def2-TZVPD basis.

Results
- HOMO level (eV) = -8.06
- total charge = 0
- ΔE to the lowest compared entry with this formula, charge and spin (eV) = 0.221
- SMILES string = CN(C[C@@H](O)COCc1ccccc1F)C1CCCCC1
- max |F| (hartree/bohr) = 0.015
- LUMO (eV) = 0.85

```
47
Properties=species:S:1:pos:R:3:forces:R:3
C -2.900577 -2.705111 0.279271 0.0 0.0 0.0
N -2.209704 -1.543572 -0.245667 0.0 -0.2 0.0
C -0.841195 -1.505473 0.243542 0.1 0.2 -0.3
H -0.763324 -1.161673 1.286382 0.0 -0.1 0.0
C 0.113069 -0.661672 -0.621758 0.4 -0.7 0.1
O 0.215298 0.672126 -0.186402 0.1 0.5 0.3
H 0.728526 0.662574 0.633900 0.0 0.0 -0.1
C 1.516357 -1.283106 -0.627390 -0.3 0.2 -0.4
O 1.961041 -1.317350 0.713560 -0.2 0.0 0.0
C 3.338032 -1.570349 0.859784 0.1 0.0 0.2
C 4.204183 -0.450745 0.332759 -0.3 0.0 0.1
C 4.002144 0.857471 0.759830 0.2 0.0 -0.2
C 4.756504 1.914480 0.287464 -0.2 -0.1 0.2
C 5.752969 1.665038 -0.639689 0.0 -0.1 0.0
C 5.978881 0.372427 -1.080930 0.1 0.0 -0.1
C 5.206507 -0.671791 -0.601915 -0.1 0.1 0.1
H 5.381174 -1.677942 -0.954418 0.0 -0.1 0.0
H 6.754415 0.176179 -1.805280 0.1 0.0 -0.1
H 6.350027 2.480902 -1.016747 0.0 0.1 0.0
H 4.556296 2.910569 0.649108 0.0 0.1 0.1
F 3.038478 1.112995 1.669653 0.0 0.0 0.0
H 3.612618 -2.513151 0.363947 0.0 0.1 0.1
H 3.488347 -1.679480 1.938892 0.0 -0.1 -0.2
H 1.500448 -2.296127 -1.054901 0.0 0.0 0.0
H 2.182883 -0.656329 -1.237160 -0.1 -0.1 0.1
H -0.266419 -0.628951 -1.646606 0.0 -0.1 0.1
H -0.475606 -2.534334 0.218717 0.0 0.0 0.1
C -3.010590 -0.323849 -0.114566 0.2 0.3 -0.1
C -2.746426 0.661938 -1.256489 -0.4 -0.1 0.0
C -3.780139 1.784258 -1.213921 0.3 0.2 0.0
C -3.708378 2.517146 0.122334 -0.3 -0.1 0.0
C -3.919296 1.544544 1.278664 0.2 0.2 0.1
C -2.889533 0.420100 1.221632 -0.3 -0.2 0.0
H -1.891362 0.850812 1.306677 0.1 0.0 0.0
H -3.046676 -0.270482 2.054598 0.1 0.0 0.0
H -3.835750 2.074981 2.230453 -0.1 0.0 0.0
H -4.926121 1.122183 1.220169 -0.1 0.0 0.0
H -4.462180 3.307268 0.158129 0.1 0.1 0.0
H -2.725673 2.982947 0.220938 0.1 0.1 0.0
H -3.598147 2.485353 -2.031299 -0.1 0.0 0.0
H -4.782507 1.368453 -1.347640 -0.1 0.0 -0.1
H -1.753424 1.093120 -1.151747 0.1 0.0 0.0
H -2.800630 0.131017 -2.208447 0.0 -0.1 0.0
H -4.052748 -0.651633 -0.217151 0.0 0.0 0.0
H -3.886673 -2.774677 -0.177437 -0.1 0.0 0.0
H -3.022823 -2.688117 1.373357 0.0 0.0 0.0
H -2.342282 -3.602984 0.013792 0.0 -0.1 0.0
```
Positions in Å, forces in eV/Å.


Molecular weight (computed, g mol⁻¹): 604.4; 486.1; 393.7; 295.4